Entry 1:
Computed, not measured: C10H5Cl2LaNO3Sc as an isolated structure, with ωB97M-V with the def2-TZVPD basis set.

Positions of all 23 atoms, in Å:
1 Sc -0.38 -7.50 -3.15
2 La 0.10 -1.41 -0.17
3 Cl -1.34 -6.94 -1.16
4 Cl 1.30 -1.31 -2.36
5 C 2.08 -0.50 0.54
6 C -0.71 -9.63 -3.14
7 C 1.58 -8.39 -3.50
8 O 2.81 0.32 0.96
9 O -0.48 -10.78 -3.13
10 O 2.17 -9.34 -3.84
11 N -0.46 0.79 0.33
12 C -0.54 1.94 0.60
13 C -0.56 3.27 1.06
14 C -0.51 3.51 2.45
15 C -0.56 4.81 2.94
16 C -0.60 5.90 2.06
17 C -0.62 5.67 0.68
18 C -0.57 4.37 0.17
19 H -0.40 2.65 3.12
20 H -0.56 4.97 4.02
21 H -0.58 6.93 2.45
22 H -0.66 6.51 -0.02
23 H -0.51 4.18 -0.91

Properties
- Kohn-Sham gap (eV) = 2.2
- net charge = +4
- ΔE to the lowest compared entry with this formula, charge and spin (kcal per mole) = 12.5



Entry 2:
Computed, not measured: a 29-piece molecular cluster, C10H66F13IO33S2 overall, with ωB97M-V with the def2-TZVPD basis set.

Positions of all 125 atoms, in Å:
1 O 0.35 2.30 2.62
2 S 1.07 1.13 2.18
3 O 1.45 0.25 3.24
4 O 2.38 1.55 1.40
5 C 2.11 2.39 0.26
6 I 3.90 2.42 -0.91
7 C 0.93 1.93 -0.58
8 O -0.21 2.70 -0.25
9 C 0.68 0.42 -0.41
10 C -0.25 0.00 -1.55
11 C -0.66 -1.47 -1.43
12 C -0.93 -2.14 -2.78
13 F -0.94 -1.25 -3.78
14 F -2.16 -2.71 -2.73
15 C 0.14 -3.24 -2.97
16 F 1.36 -2.74 -2.70
17 F -0.15 -4.18 -2.04
18 C 0.20 -3.91 -4.37
19 F -1.04 -4.32 -4.68
20 F 0.58 -2.96 -5.25
21 C 1.34 -4.99 -4.39
22 F 2.48 -4.29 -4.54
23 F 1.41 -5.63 -3.20
24 S 1.33 -6.31 -5.78
25 F 2.70 -5.79 -6.36
26 F 0.54 -5.35 -6.75
27 F -0.02 -6.96 -5.25
28 F 2.13 -7.31 -4.85
29 F 1.31 -7.41 -6.92
30 C 0.05 0.19 0.97
31 O 0.10 -1.14 1.36
32 H 1.95 3.41 0.59
33 H 1.18 2.09 -1.62
34 H -0.85 2.63 -0.96
35 H 1.62 -0.11 -0.50
36 H 0.29 0.22 -2.47
37 H -1.15 0.60 -1.48
38 H 0.09 -2.00 -0.86
39 H -1.58 -1.53 -0.86
40 H -0.95 0.59 0.99
41 H -0.78 -1.40 1.64
42 O -0.63 2.54 5.69
43 H -0.05 2.23 4.98
44 H -1.51 2.49 5.30
45 O -5.01 -1.82 -3.13
46 H -5.22 -1.57 -4.04
47 H -4.05 -1.83 -3.10
48 O 1.93 0.75 -4.00
49 H 1.78 0.99 -4.93
50 H 2.89 0.71 -3.91
51 O -2.35 4.88 6.57
52 H -1.80 5.66 6.49
53 H -1.71 4.16 6.68
54 O 5.35 5.05 -2.17
55 H 6.22 5.05 -1.77
56 H 5.30 5.91 -2.61
57 O 0.16 2.11 -6.21
58 H -0.23 1.66 -6.96
59 H -0.53 2.70 -5.89
60 O -3.08 -7.96 -6.04
61 H -2.19 -7.91 -5.68
62 H -3.18 -7.12 -6.52
63 O -2.81 0.19 1.84
64 H -2.92 1.11 2.11
65 H -3.44 -0.29 2.39
66 O -3.12 0.59 -4.03
67 H -2.82 -0.20 -4.49
68 H -4.05 0.43 -3.86
69 O 2.63 -4.92 -0.37
70 H 2.17 -5.11 -1.19
71 H 2.03 -5.23 0.32
72 O -4.75 5.20 8.07
73 H -4.13 4.91 7.38
74 H -5.62 5.11 7.67
75 O 2.43 5.59 -0.79
76 H 1.86 5.78 -1.54
77 H 2.73 6.45 -0.49
78 O 2.05 -0.59 6.15
79 H 1.82 -0.32 5.26
80 H 3.01 -0.72 6.11
81 O 0.93 7.55 0.51
82 H 0.16 8.12 0.44
83 H 0.57 6.67 0.69
84 O -1.30 2.94 8.84
85 H -1.08 2.11 8.39
86 H -2.24 2.85 9.05
87 O -5.73 1.24 -4.87
88 H -6.33 1.42 -5.60
89 H -5.43 2.11 -4.59
90 O 2.70 7.13 2.76
91 H 2.12 7.34 2.01
92 H 3.00 7.98 3.08
93 O 3.11 -1.93 0.40
94 H 2.90 -2.84 0.15
95 H 2.87 -1.88 1.33
96 O 4.76 0.53 3.63
97 H 4.16 0.77 2.92
98 H 5.13 1.38 3.91
99 O -6.34 7.33 6.07
100 H -5.77 6.77 6.61
101 H -6.54 8.08 6.63
102 O -3.12 1.02 6.91
103 H -2.57 1.80 6.84
104 H -2.48 0.30 7.02
105 O -1.33 -9.51 -3.40
106 H -0.85 -9.02 -4.07
107 H -2.23 -9.58 -3.74
108 O -1.52 -5.59 -8.87
109 H -0.73 -5.59 -8.33
110 H -1.67 -6.52 -9.08
111 O 7.48 -1.20 3.27
112 H 6.75 -0.58 3.22
113 H 7.07 -2.04 3.49
114 O 0.01 -0.37 8.23
115 H 0.79 0.13 7.94
116 H 0.21 -0.64 9.13
117 O -2.11 -2.77 8.80
118 H -1.52 -2.02 8.69
119 H -1.53 -3.53 8.87
120 O -4.11 -5.43 -4.49
121 H -3.37 -5.46 -3.89
122 H -4.30 -6.35 -4.69
123 O 5.82 8.03 -1.84
124 H 6.70 8.04 -1.43
125 H 5.77 8.88 -2.29

Properties
- Kohn-Sham gap (eV) = 8.8
- net charge = 0



Entry 3:
Computed, not measured: C10H6Br2ClIMnNO as an isolated structure, with ωB97M-V with the def2-TZVPD basis set.

Positions of all 23 atoms, in Å:
1 Mn 1.99 0.04 -0.81
2 Cl -4.39 0.38 1.91
3 C -2.79 0.75 1.43
4 C -2.22 1.95 1.79
5 C -0.89 2.29 1.44
6 I -0.06 4.09 2.02
7 C -0.11 1.37 0.68
8 O 1.10 1.56 0.26
9 C -0.76 0.12 0.33
10 N 0.04 -0.74 -0.35
11 C -0.41 -1.90 -0.77
12 C -1.70 -2.33 -0.45
13 C -2.54 -1.50 0.26
14 C -2.08 -0.22 0.70
15 H -2.80 2.64 2.42
16 H 0.28 -2.56 -1.31
17 H -1.98 -3.34 -0.79
18 H -3.53 -1.84 0.57
19 Br 3.29 -1.80 -2.16
20 C 4.68 -0.15 -1.87
21 Br 4.46 1.64 -0.91
22 H 4.86 0.18 -2.80
23 H 5.57 -0.62 -1.58

Properties
- Kohn-Sham gap (alpha / beta) (eV) = 4.4 / 3.2
- 2S+1 = 5
- net charge = +2



Entry 4:
Computed, not measured: C10H6Br2ClINOTl as an isolated structure, with ωB97M-V with the def2-TZVPD basis set.

Positions of all 23 atoms, in Å:
1 Tl 1.98 1.06 1.43
2 Cl -4.11 -0.67 -3.18
3 C -2.89 0.09 -2.35
4 C -2.74 1.48 -2.51
5 C -1.75 2.16 -1.86
6 I -1.49 4.18 -2.06
7 C -0.79 1.45 -0.94
8 O 0.08 2.05 -0.37
9 C -0.99 -0.03 -0.79
10 N -0.15 -0.66 0.02
11 C -0.28 -1.97 0.18
12 C -1.27 -2.72 -0.46
13 C -2.15 -2.07 -1.30
14 C -2.01 -0.68 -1.48
15 H -3.42 2.00 -3.16
16 H 0.42 -2.46 0.85
17 H -1.34 -3.78 -0.30
18 H -2.92 -2.61 -1.82
19 Br 4.17 -0.82 3.53
20 C 5.32 0.61 4.14
21 Br 4.78 2.31 3.38
22 H 6.33 0.40 3.82
23 H 5.23 0.68 5.22

Properties
- Kohn-Sham gap (eV) = 5.3
- net charge = +2



Entry 5:
Computed, not measured: C10H6Cl2MnN2O3Ru as an isolated structure, with ωB97M-V with the def2-TZVPD basis set.

Positions of all 25 atoms, in Å:
1 Ru -0.44 -1.03 -5.38
2 Mn -0.98 -0.67 -1.39
3 Cl -1.19 0.25 -3.61
4 Cl 0.84 -1.76 -2.83
5 C -0.98 -2.30 -0.13
6 C -0.66 -0.15 -6.91
7 C 0.25 -2.39 -6.46
8 O -1.08 -3.09 0.77
9 O -0.76 0.21 -8.06
10 O 0.62 -3.10 -7.26
11 N -0.55 2.24 1.65
12 C -0.73 1.58 0.50
13 N -0.21 0.30 0.59
14 C 0.34 0.20 1.93
15 C 0.91 -0.75 2.80
16 C 1.17 -0.32 4.12
17 C 0.98 0.97 4.67
18 C 0.36 1.91 3.87
19 C 0.07 1.45 2.57
20 H -0.94 3.19 1.80
21 H -1.10 1.96 -0.44
22 H 1.15 -1.79 2.41
23 H 1.60 -1.04 4.79
24 H 1.27 1.21 5.74
25 H 0.08 2.91 4.24

Properties
- Kohn-Sham gap (alpha / beta) (eV) = 6.6 / 3.3
- 2S+1 = 10
- net charge = +4
- ΔE to the lowest compared entry with this formula, charge and spin (kcal per mole) = 34.9



Entry 6:
Computed, not measured: C10H6NO5ReS as an isolated structure, with ωB97M-V with the def2-TZVPD basis set.

Positions of all 24 atoms, in Å:
1 O -0.17 4.58 -2.38
2 C -0.33 3.43 -2.22
3 Re 0.49 2.00 0.00
4 O -0.90 -0.27 -1.72
5 C -0.39 0.60 -1.12
6 C 1.64 2.73 1.66
7 O 2.25 3.15 2.55
8 C -1.15 2.96 0.52
9 O -2.12 3.49 0.92
10 C 2.04 2.10 -1.24
11 O 3.00 2.09 -1.92
12 H -0.82 2.47 -2.65
13 S 0.62 0.33 1.58
14 C 0.07 -1.25 1.07
15 N 0.85 -1.97 0.22
16 C 0.50 -3.20 -0.24
17 C -0.70 -3.75 0.13
18 C -1.53 -3.05 1.03
19 C -1.13 -1.82 1.52
20 H 1.74 -1.55 -0.08
21 H 1.22 -3.67 -0.90
22 H -1.00 -4.71 -0.29
23 H -2.49 -3.46 1.32
24 H -1.70 -1.22 2.24

Properties
- Kohn-Sham gap (alpha / beta) (eV) = 7.3 / 5.6
- 2S+1 = 4
- net charge = +3
- ΔE to the lowest compared entry with this formula, charge and spin (kcal per mole) = 0.0